The following is a quantum chemistry calculation of C13H33CuN3O6 as an isolated structure, from the Open Molecules 2025 dataset.

Calculated values
Spin multiplicity: 2
LUMO (alpha / beta) (eV): 0.36 / -0.09
E (eV): -75409.4105
HOMO energy (alpha / beta) (eV): -7.56 / -6.97
ΔE to the lowest compared entry with this formula, charge and spin (kcal/mol): 23.7
Expectation value of S²: 0.76
Kohn-Sham gap (alpha / beta) (eV): 7.915 / 6.881

Each line ends with the Löwdin spin population.
Atoms and positions in Å:
Cu 0.431 0.016 1.148  0.330
C 2.487 -0.432 2.839  -0.015
O 1.339 -0.042 3.389  0.322
O 3.567 -0.425 3.488  0.112
O 2.372 -0.789 1.579  0.256
C 0.380 4.527 1.250  0.000
C -0.064 3.085 1.238  0.000
C -1.090 2.799 0.167  0.000
O -1.366 1.433 0.180  0.001
C -2.270 1.031 -0.845  0.000
N 1.108 2.145 1.103  -0.004
H 1.081 4.671 0.421  0.000
H 0.949 4.779 2.145  0.000
H -0.467 5.209 1.169  0.000
H -0.452 2.745 2.205  0.000
H -0.801 3.199 -0.820  0.000
H -1.987 3.400 0.408  0.000
H -2.637 0.028 -0.613  0.000
H -1.804 1.022 -1.833  0.000
H -3.179 1.649 -0.834  0.000
H 1.654 2.295 0.253  0.000
H 1.762 2.438 1.832  0.000
C 1.142 1.448 -2.641  0.000
C 0.990 -0.035 -2.351  0.000
C 1.794 -0.819 -3.352  0.000
O 1.423 -2.190 -3.261  0.000
C 2.144 -3.043 -4.125  0.000
N 1.470 -0.304 -0.944  0.009
H 0.678 1.801 -3.562  0.000
H 2.219 1.667 -2.728  0.000
H 0.834 2.095 -1.821  0.000
H -0.052 -0.354 -2.385  0.000
H 2.885 -0.696 -3.245  0.000
H 1.582 -0.410 -4.362  0.000
H 1.985 -2.814 -5.189  0.000
H 1.775 -4.058 -3.975  0.000
H 3.222 -3.037 -3.920  0.000
H 1.847 -1.258 -1.000  -0.001
H 2.374 0.181 -0.868  -0.001
C -2.946 -1.898 3.506  0.000
C -1.680 -1.622 2.684  -0.001
C -1.871 -2.262 1.312  0.000
O -0.678 -2.009 0.594  -0.002
C -0.532 -2.881 -0.521  0.000
N -1.388 -0.162 2.536  -0.002
H -3.121 -2.982 3.476  0.000
H -3.786 -1.385 3.037  0.000
H -2.879 -1.688 4.572  0.000
H -0.772 -2.086 3.078  -0.001
H -2.706 -1.796 0.769  0.000
H -2.004 -3.335 1.469  0.000
H 0.265 -2.527 -1.162  0.000
H -1.447 -2.881 -1.131  0.000
H -0.323 -3.897 -0.177  0.000
H -2.252 0.339 2.312  0.000
H -1.208 0.115 3.504  -0.001

The following is a quantum chemistry calculation of a 3-piece molecular cluster, C13H33NO3S overall, from the Open Molecules 2025 dataset.

Calculated values
LUMO (eV): 0.35
E (eV): -32481.6699
HOMO energy (eV): -10.13
Kohn-Sham gap (eV): 10.476

Each line ends with the Löwdin charge.
Atoms and positions in Å:
C 2.164 1.676 -0.775  -0.126
O 1.799 0.309 -0.527  -0.357
S 0.590 0.134 0.542  0.887
O 0.708 -1.214 0.927  -0.363
O -0.758 0.116 -0.410  -0.389
N -1.521 1.313 -0.315  -0.007
H 1.433 2.377 -0.394  0.063
H 2.266 1.800 -1.843  0.086
H 3.124 1.878 -0.323  0.083
H -1.157 1.894 0.435  0.054
H -1.389 1.810 -1.189  0.068
C -0.734 0.431 -4.059  -0.105
C -2.178 0.333 -4.541  -0.263
C -2.337 0.561 -6.043  -0.228
C -1.905 1.944 -6.533  -0.231
C -2.623 3.115 -5.865  -0.272
C -4.130 3.122 -6.104  -0.111
H -0.318 1.427 -4.230  0.065
H -0.667 0.224 -2.990  0.046
H -0.100 -0.292 -4.574  0.080
H -2.800 1.040 -3.985  0.096
H -2.562 -0.661 -4.299  0.108
H -3.379 0.385 -6.320  0.101
H -1.753 -0.193 -6.579  0.110
H -2.071 1.997 -7.613  0.109
H -0.827 2.062 -6.390  0.099
H -2.200 4.045 -6.252  0.103
H -2.424 3.116 -4.789  0.094
H -4.353 3.159 -7.172  0.075
H -4.593 3.993 -5.637  0.068
H -4.610 2.235 -5.689  0.065
C 1.852 -1.586 8.033  -0.113
C 2.614 -2.518 7.095  -0.272
C 3.081 -1.839 5.809  -0.231
C 1.957 -1.302 4.921  -0.230
C 0.931 -2.343 4.480  -0.269
C 1.526 -3.463 3.632  -0.108
H 0.935 -1.213 7.574  0.064
H 1.571 -2.105 8.950  0.068
H 2.465 -0.726 8.311  0.073
H 1.994 -3.386 6.859  0.098
H 3.492 -2.905 7.619  0.103
H 3.691 -2.543 5.238  0.101
H 3.745 -1.008 6.068  0.108
H 2.406 -0.851 4.030  0.106
H 1.439 -0.490 5.440  0.100
H 0.158 -1.838 3.896  0.097
H 0.425 -2.769 5.351  0.098
H 1.999 -3.055 2.737  0.067
H 0.749 -4.156 3.311  0.072
H 2.272 -4.038 4.183  0.064

The following is a quantum chemistry calculation of C13H34BF4GeIrN2O2Si3 as an isolated structure, from the Open Molecules 2025 dataset.

Calculated values
Spin multiplicity: 2
LUMO (alpha / beta) (eV): -4.53 / -5.27
E (eV): -115640.4676
HOMO energy (alpha / beta) (eV): -11.32 / -11.51
ΔE to the lowest compared entry with this formula, charge and spin (kcal/mol): 32.3
Expectation value of S²: 0.78
Kohn-Sham gap (alpha / beta) (eV): 6.795 / 6.237
Charge: +1

Each line ends with the Löwdin spin population.
Atoms and positions in Å:
Ir -1.450 -1.506 0.653  0.713
C -2.896 -3.841 -2.635  0.000
C -2.314 -2.841 -1.703  0.003
N -1.956 -3.092 -0.485  0.019
O -2.215 -4.357 -0.027  0.007
C -2.038 -1.445 -2.110  -0.009
C -2.244 -0.908 -3.477  -0.002
N -1.605 -0.767 -1.100  0.000
O -1.171 0.489 -1.154  0.003
H -3.472 -4.590 -2.096  0.000
H -2.093 -4.353 -3.171  0.000
H -3.532 -3.349 -3.367  0.000
H -1.887 -4.366 0.884  0.001
H -1.834 -1.583 -4.228  0.000
H -1.759 0.061 -3.572  0.000
H -3.309 -0.781 -3.681  -0.001
C 1.264 -1.304 -2.540  0.002
Si 1.931 -0.681 -0.909  0.033
C 2.431 -2.112 0.195  0.008
C 3.402 0.439 -1.189  0.003
Ge 0.133 0.433 0.307  0.059
Si 0.279 2.778 -0.663  0.085
C -1.404 3.412 -0.201  0.022
C 1.635 3.793 0.101  0.015
C 0.571 2.604 -2.486  0.011
Si 0.799 0.959 2.788  -0.012
C 0.667 -0.546 3.830  0.002
C -0.160 2.408 3.398  -0.005
C 2.569 1.282 2.360  -0.006
H 2.004 -1.951 -3.018  0.001
H 1.046 -0.479 -3.223  0.000
H 0.357 -1.889 -2.400  0.000
H 3.100 -2.792 -0.339  0.001
H 1.556 -2.679 0.515  -0.001
H 2.966 -1.779 1.087  0.000
H 4.157 -0.120 -1.750  0.001
H 3.865 0.760 -0.256  0.000
H 3.163 1.325 -1.775  0.000
H -1.533 3.417 0.882  0.000
H -2.199 2.808 -0.634  0.000
H -1.514 4.438 -0.564  0.004
H 1.541 3.895 1.180  0.000
H 1.590 4.803 -0.320  0.003
H 2.619 3.389 -0.140  0.000
H -0.103 1.897 -2.967  0.000
H 1.598 2.309 -2.698  0.000
H 0.408 3.588 -2.936  0.003
H -0.350 -0.864 4.003  0.000
H 1.095 -0.245 4.796  0.000
H 1.244 -1.387 3.447  0.000
H -1.153 2.094 3.717  0.000
H -0.264 3.205 2.663  0.000
H 0.381 2.815 4.259  -0.001
H 3.095 0.393 2.014  0.000
H 2.996 1.563 3.331  -0.001
H 2.744 2.091 1.664  0.000
F -1.466 -2.170 2.640  0.007
B -2.631 -1.329 3.216  0.002
F -3.683 -1.688 2.393  0.019
F -2.747 -1.637 4.520  0.000
F -2.226 -0.018 2.971  0.006

The following is a quantum chemistry calculation of C13H34BeN3O6 as an isolated structure, from the Open Molecules 2025 dataset.

Calculated values
Spin multiplicity: 2
LUMO (alpha / beta) (eV): -7.16 / -11.12
E (eV): -31170.6274
HOMO energy (alpha / beta) (eV): -15.99 / -15.98
ΔE to the lowest compared entry with this formula, charge and spin (kcal/mol): 0.0
Expectation value of S²: 0.76
Kohn-Sham gap (alpha / beta) (eV): 8.836 / 4.867
Charge: +2

Each line ends with the Löwdin spin population.
Atoms and positions in Å:
Be 0.071 0.061 -0.427  -0.009
O -1.682 0.035 -4.287  0.020
C -1.560 -0.177 -2.962  0.026
O -0.647 -0.946 -2.544  0.381
O -2.071 0.599 -2.181  0.579
H -1.127 -0.698 -4.565  0.004
C 1.747 -1.540 3.706  0.000
C 1.583 -1.353 2.201  0.000
C 1.169 -2.530 1.364  0.000
O 0.964 -2.237 0.016  0.000
C 0.847 -3.473 -0.697  0.000
N 0.604 -0.289 2.111  0.000
H 2.037 -0.666 4.291  0.000
H 2.570 -2.212 3.951  0.000
H 0.886 -1.971 4.216  0.000
H 2.509 -0.930 1.812  0.000
H 0.275 -2.999 1.776  0.000
H 1.965 -3.274 1.338  0.000
H 0.096 -4.077 -0.187  0.000
H 1.804 -3.993 -0.718  0.000
H 0.474 -3.194 -1.683  0.000
H -0.188 -0.482 2.707  0.000
H 0.956 0.550 2.551  0.000
C -3.179 2.296 2.198  0.000
C -2.196 1.289 1.662  0.000
C -2.922 -0.005 1.389  0.000
O -1.956 -1.025 1.020  -0.002
C -2.599 -2.261 0.732  0.000
N -1.612 1.769 0.451  0.004
H -3.952 2.658 1.521  0.000
H -2.673 3.185 2.574  0.000
H -3.777 1.906 3.021  0.000
H -1.504 1.118 2.486  0.000
H -3.636 0.152 0.580  0.000
H -3.488 -0.290 2.275  0.000
H -3.044 -2.767 1.589  0.000
H -1.852 -2.884 0.240  0.000
H -3.366 -2.137 -0.033  0.000
H -1.443 2.765 0.453  0.000
H -2.148 1.572 -0.382  -0.002
C 2.434 0.190 -3.097  0.000
C 2.830 0.984 -1.884  0.000
C 2.114 2.349 -1.762  0.000
O 0.690 2.238 -1.710  -0.002
C 0.038 3.457 -2.039  0.000
N 2.577 0.312 -0.605  0.000
H 1.552 0.586 -3.601  0.000
H 2.201 -0.832 -2.802  0.000
H 3.300 0.128 -3.756  0.000
H 3.869 1.312 -1.906  0.000
H 2.342 3.006 -2.602  0.000
H 2.517 2.896 -0.910  0.000
H 0.168 3.665 -3.101  0.000
H 0.345 4.281 -1.394  0.000
H -1.032 3.315 -1.887  0.000
H 2.867 1.007 0.069  0.000
H 3.251 -0.439 -0.578  0.000